1.
115
Properties=species:S:1:pos:R:3 method="wB97M-V/def2-TZVPD" multiplicity=1 smiles="O=S1(=O)CCCC1.O=S1(=O)CCCC1.O=S1(=O)CCCC1.CC(C)=O.CC(C)=O.CC(C)=O.CC(C)=O.CC(C)=O.CC(C)=O.CC(C)=O" orbital_gap_ev=9.23 e_tot_ha=-3469.5375 fmax_ev_per_a=3.205 lumo_energy_ha=-0.00253 de_lowest_kj_mol=68.9 homo_energy_ev=-9.295
C 3.3349 -4.3808 -0.1430
C 3.7380 -2.9510 -0.4346
O 3.4016 -2.4333 -1.4779
C 4.5487 -2.2836 0.6271
H 2.9937 -4.4726 0.8950
H 4.1214 -5.1402 -0.1501
H 2.5494 -4.6996 -0.8238
H 4.6812 -1.2116 0.4903
H 5.5458 -2.7252 0.5473
H 4.0295 -2.4901 1.5609
C -3.9569 -1.4813 1.8980
C -4.6129 -2.8320 1.6773
O -4.0608 -3.8573 1.9731
C -5.8968 -2.8028 0.9023
H -4.1710 -0.8626 1.0167
H -2.8784 -1.5869 1.7755
H -4.3400 -0.9542 2.7679
H -5.6610 -3.0890 -0.1313
H -6.4294 -1.8563 0.8121
H -6.6379 -3.5577 1.1729
C -4.1357 2.6342 1.9461
C -4.2147 3.2330 0.5579
O -3.3134 3.0312 -0.2205
C -5.4616 4.0269 0.2401
H -3.1420 2.2176 2.1264
H -4.7870 1.7700 2.0974
H -4.2971 3.3638 2.7419
H -6.2655 3.2857 0.2770
H -5.4734 4.4651 -0.7530
H -5.5874 4.7622 1.0330
C 2.9568 -0.7380 3.3823
C 3.3006 -1.8419 4.3512
O 2.6120 -2.8337 4.3905
C 4.5729 -1.7966 5.1905
H 3.7511 -0.4752 2.6850
H 2.7262 0.1071 4.0388
H 2.0818 -1.0050 2.7948
H 4.5861 -0.8240 5.6883
H 5.4456 -1.9422 4.5615
H 4.3909 -2.5606 5.9411
C 3.5330 1.2561 -0.9374
C 3.3473 1.7065 -2.3628
O 4.1084 2.5815 -2.7566
C 2.4634 1.0126 -3.3487
H 4.3102 1.7804 -0.3840
H 3.5743 0.1921 -0.7257
H 2.6372 1.7869 -0.5541
H 1.7960 0.2833 -2.8887
H 3.1509 0.5047 -4.0234
H 1.8573 1.7596 -3.8583
C 0.7096 -1.0148 -0.1627
C -0.7321 -0.8161 -0.5469
O -1.2908 -1.6528 -1.2246
C -1.4297 0.4750 -0.2958
H 0.9189 -0.7797 0.8831
H 1.3079 -0.3375 -0.7724
H 1.0224 -2.0390 -0.3452
H -2.5078 0.3469 -0.4225
H -1.2462 1.2842 -1.0083
H -1.3388 0.8847 0.7136
C -3.3573 -3.4272 -3.1108
C -4.4272 -4.4901 -3.0556
O -4.6934 -5.0266 -2.0037
C -5.1954 -4.7230 -4.3237
H -3.8197 -2.5712 -2.6115
H -3.1611 -3.1838 -4.1566
H -2.4252 -3.6063 -2.5871
H -4.4414 -5.1831 -4.9784
H -5.6307 -3.8642 -4.8261
H -5.9412 -5.5108 -4.2174
C 1.4756 4.5574 3.7557
C 0.0414 4.8806 4.2219
C -0.5078 3.6214 4.9321
S 0.0563 2.2108 3.9535
O -0.8165 2.0417 2.8256
O 0.4046 1.1539 4.8633
C 1.5563 3.1031 3.3015
H 2.1519 4.7072 4.5916
H 1.6193 5.2005 2.8889
H -0.6337 5.1264 3.4006
H 0.0242 5.7441 4.8848
H -1.5687 3.5766 5.1624
H 0.0134 3.4998 5.8846
H 1.7334 2.9737 2.2347
H 2.4913 2.7462 3.7414
C -0.3458 -4.9297 -3.7513
C 0.3383 -3.6208 -3.2747
C 1.5933 -3.4014 -4.1009
S 2.0792 -5.0115 -4.8356
O 3.4034 -5.3867 -4.3628
O 1.7132 -4.9483 -6.2534
C 0.7677 -5.9548 -3.8989
H -0.9049 -4.8151 -4.6767
H -0.8946 -5.2960 -2.8818
H 0.6229 -3.7098 -2.2247
H -0.3258 -2.7596 -3.3124
H 2.3866 -3.1515 -3.3972
H 1.4931 -2.6492 -4.8780
H 1.1781 -6.0964 -2.8979
H 0.4579 -6.8873 -4.3585
C 0.9976 6.1493 0.5749
C 2.0708 6.2512 -0.5045
C 1.9640 5.0593 -1.4427
S 0.1608 4.8936 -1.5451
O -0.1253 3.5497 -2.0361
O -0.3252 6.0993 -2.2071
C -0.1036 5.1257 0.2026
H 0.5200 7.1323 0.4944
H 1.3998 6.1309 1.5854
H 3.0920 6.4410 -0.1829
H 1.7891 7.0328 -1.2188
H 2.3351 4.1444 -0.9687
H 2.4311 5.1544 -2.4183
H 0.2118 4.1775 0.6472
H -1.1655 5.2938 0.3484

---

2.
116
Properties=species:S:1:pos:R:3 method="wB97M-V/def2-TZVPD" multiplicity=1 charge=+1 orbital_gap_ev=8.00 e_tot_ha=-5307.0159 fmax_ev_per_a=3.968 lumo_energy_ha=-0.10544 homo_energy_ev=-10.873
C -1.9897 -3.8779 0.2241
C -2.3658 -3.0542 -0.9901
O -3.0381 -1.8773 -0.5898
C -3.7552 -1.3228 -1.6785
C -4.0676 0.1497 -1.4763
C -3.0894 1.0441 -2.2344
C -3.0063 2.4964 -1.7238
C -1.6182 3.1222 -1.6459
N -0.5716 2.3413 -0.9687
C 0.3438 1.6523 -1.7151
N 0.0780 1.3874 -2.9883
Cl 1.0967 0.5396 -4.0140
N 1.5004 1.2332 -1.1573
C 2.7582 1.7162 -1.7638
C 3.7805 0.5959 -2.0036
C 4.4826 0.6542 -3.3639
C 4.5898 -0.7031 -4.0529
O 4.7446 -1.7369 -3.0954
C 1.4476 1.0681 0.3033
C 1.9660 2.2512 1.1485
C 3.1121 1.8816 2.1000
C 4.5035 1.7955 1.4669
C 5.3102 0.5782 1.9071
O 5.7277 -0.2421 0.7893
C 5.0594 -1.4285 0.7182
O 5.5210 -2.5098 1.0905
C 0.0377 0.6346 0.6969
O -0.2390 -0.5200 -0.0987
C -0.0685 0.2956 2.1883
C 0.2089 -1.1414 2.5956
C 1.5492 -1.7259 2.2454
F 0.1367 -1.0793 3.9910
C -1.0023 1.6945 0.2748
C -1.3688 2.7477 1.3350
C -2.8106 2.6054 1.7599
O -3.3490 1.5505 2.1031
Br -3.8197 4.2783 1.7274
H -2.1322 -3.3002 1.1248
H -0.9488 -4.1699 0.1836
H -2.5741 -4.7827 0.3002
H -2.9920 -3.6537 -1.6454
H -1.4722 -2.8093 -1.5651
H -3.1432 -1.4302 -2.5740
H -4.6591 -1.8854 -1.8800
H -4.0784 0.4016 -0.4238
H -5.0569 0.2878 -1.8938
H -3.3338 1.0329 -3.2906
H -2.1219 0.5605 -2.1348
H -3.5804 3.1162 -2.4020
H -3.5297 2.5671 -0.7806
H -1.6928 4.0686 -1.1263
H -1.2858 3.3841 -2.6413
H -0.7755 1.6854 -3.4206
H 2.5094 2.1419 -2.7259
H 3.1849 2.5214 -1.1823
H 3.2536 -0.3413 -1.9023
H 4.5554 0.6271 -1.2530
H 5.4933 1.0067 -3.2041
H 4.0181 1.3703 -4.0329
H 5.4596 -0.6902 -4.6996
H 3.7308 -0.8837 -4.6954
H 4.1695 -2.4590 -3.3254
H 2.0648 0.2045 0.5220
H 1.1792 2.6060 1.7952
H 2.2296 3.1007 0.5318
H 3.1160 2.6343 2.8772
H 2.8300 0.9541 2.5801
H 5.0542 2.6638 1.8040
H 4.4745 1.8558 0.3908
H 4.7503 -0.0333 2.6045
H 6.2148 0.8657 2.4209
H 4.0717 -1.3614 0.2387
H -1.1520 -0.7903 0.0552
H 0.5522 0.9191 2.8179
H -1.0926 0.4812 2.4948
H -0.5741 -1.8103 2.2779
H 1.5730 -2.7527 2.5870
H 1.6686 -1.7702 1.1716
H 2.3621 -1.1996 2.7249
H -1.8989 1.1167 0.0806
H -1.2298 3.7591 0.9876
H -0.8054 2.6614 2.2535
C 1.7617 1.2236 8.7633
C 1.3839 0.5712 7.4379
C 2.5213 0.5483 6.4069
O 2.7619 1.7869 5.7575
C 3.5800 2.6968 6.4724
N 0.1778 1.2196 6.9148
H 1.7918 2.3103 8.6871
H 1.0236 0.9763 9.5242
H 2.7360 0.8774 9.1125
H 1.1354 -0.4729 7.6457
H 2.2352 -0.1409 5.6074
H 3.4518 0.1667 6.8459
H 4.3531 2.1743 7.0417
H 2.9942 3.3227 7.1487
H 4.0638 3.3470 5.7434
H -0.1322 0.7223 6.0838
H 0.4532 2.1351 6.5711
C -5.0029 -4.0454 -7.0524
C -5.4896 -4.1740 -5.6130
C -6.0328 -2.8678 -5.0204
O -5.0336 -1.9329 -4.6435
C -4.5383 -1.1263 -5.6938
N -4.4191 -4.7549 -4.7969
H -4.0328 -3.5515 -7.1107
H -4.8863 -5.0323 -7.4961
H -5.7116 -3.4827 -7.6622
H -6.3223 -4.8820 -5.6116
H -6.5648 -3.1083 -4.0968
H -6.7555 -2.3937 -5.6955
H -5.3191 -0.8889 -6.4205
H -3.6977 -1.5991 -6.2082
H -4.1831 -0.1934 -5.2523
H -4.7722 -4.9566 -3.8657
H -3.7118 -4.0397 -4.6553